1.
A gas-phase ion, C3H7N2S (charge +1) at a distorted geometry, computed with the ωB97M-V functional and the def2-TZVPD basis.

Structure (XYZ):
```
13
Properties=species:S:1:pos:R:3:forces:R:3
C 0.98339 -0.55028 -0.03753 -0.9 1.0 0.4
C -1.25250 0.21959 -0.04110 -4.0 -0.2 -0.9
C -0.96103 1.67121 0.09329 -1.3 -0.2 -2.6
N 1.88825 -1.48308 -0.02825 1.3 -0.1 0.1
N -0.28946 -0.70549 -0.24471 -1.2 -3.8 -1.1
S -3.02415 -0.39856 0.08887 2.7 0.9 -0.3
H 1.17151 0.43747 0.28341 1.1 0.7 0.4
H -0.06451 1.92469 -0.39602 1.4 0.1 -0.7
H -1.64719 2.47170 -0.29319 -0.1 -1.4 0.4
H -0.83019 1.76998 1.08691 0.5 1.2 3.6
H 2.73130 -1.24510 0.44195 0.8 0.1 0.0
H 1.87048 -2.38971 -0.43106 -0.5 -0.6 -0.3
H -0.57590 -1.72241 -0.52257 0.2 2.4 0.7
```
Forces are in eV/Å.

The expectation value of S² is 2.02. As for the total charge: +1. The calculation puts the relative energy (zero: lowest compared OMol25 entry of this formula, charge and spin) at 7.03 kcal/mol. Its HOMO-LUMO gap (alpha / beta) is 8.0 / 7.3 eV. The spin multiplicity is 3. For the HOMO energy (alpha / beta), the calculation gives -11.4 / -13.9 eV.

2.
A gas-phase ion, C3H7N2S2 (charge +1) at a distorted geometry, computed with the ωB97M-V functional and the def2-TZVPD basis.

Structure (XYZ):
```
14
Properties=species:S:1:pos:R:3:forces:R:3
C 0.58896 -0.45317 1.58703 -0.1 -0.2 0.8
C -0.65321 -0.29673 -0.46497 0.3 2.0 -0.4
C -0.09963 0.38192 -1.75849 -1.0 1.8 2.4
N -0.23423 0.51448 2.01571 1.5 -2.1 -1.1
N 0.42070 -0.92951 0.34832 -0.8 1.3 0.9
S -1.43117 0.98258 0.82493 1.1 -1.1 -1.0
S -0.48744 0.88375 3.69475 -0.1 0.3 -0.4
H 1.38388 -0.96439 2.24331 -1.4 1.2 -0.9
H -1.46468 -0.94419 -0.76232 0.0 -0.6 0.4
H 0.72666 1.05568 -1.52538 -0.8 1.2 0.6
H -0.86613 0.82180 -2.43381 0.7 -0.5 0.5
H 0.57591 -0.25211 -2.17115 1.0 -3.0 -2.2
H 1.18791 -1.44448 -0.04999 -0.1 -0.3 -0.4
H -1.73536 1.22171 3.34410 -0.2 0.0 0.6
```
Forces are in eV/Å.

As for the total charge: +1. The calculation puts the relative energy (zero: lowest compared OMol25 entry of this formula, charge and spin) at 55.24 kcal/mol. Its HOMO-LUMO gap is 8.9 eV. The SMILES is C[C@H]1[NH+]=CN(S)S1. For the HOMO energy, the calculation gives -13.1 eV.

3.
A single C3H7N3 molecule at a distorted geometry, computed with the ωB97M-V functional and the def2-TZVPD basis.

Structure (XYZ):
```
13
Properties=species:S:1:pos:R:3:forces:R:3
C -0.13558 0.49646 0.11493 -0.5 -2.0 -0.9
C 1.30356 0.30017 -0.23248 -0.1 0.9 -0.5
C 2.08651 -0.67993 0.18464 1.5 -0.2 0.6
H -2.43525 0.34220 -0.41127 -1.0 0.6 0.1
H -2.87683 -0.83159 0.76424 1.4 0.9 -2.2
H -0.50716 -1.33576 -0.57081 -0.3 0.6 1.1
H -0.00916 2.31465 0.09766 -1.2 -0.4 0.5
H 1.70811 1.08898 -0.90130 -0.3 -0.6 0.4
H 3.19864 -0.62417 -0.25251 -2.6 -0.8 1.5
H 1.66652 -1.35811 1.02763 1.3 0.8 -1.8
N -2.35498 -0.63334 -0.17412 1.1 -0.2 2.4
N -0.90047 -0.65532 0.11284 -0.1 -3.0 -1.2
N -0.74392 1.57576 0.24055 0.9 3.4 -0.1
```
Forces are in eV/Å.

The calculation puts the relative energy (zero: lowest compared OMol25 entry of this formula, charge and spin) at 52.33 kcal/mol. Its HOMO-LUMO gap is 10.0 eV. The SMILES is [H]/N=C(\C=C)NN. For the HOMO energy, the calculation gives -9.1 eV.

4.
A single C3H7N3 molecule at a distorted geometry, computed with the ωB97M-V functional and the def2-TZVPD basis.

Structure (XYZ):
```
13
Properties=species:S:1:pos:R:3:forces:R:3
C 1.28984 0.31402 -0.56573 -1.0 2.5 2.3
C -0.15034 0.76192 0.52265 5.2 0.4 -2.3
N -1.01763 -2.35835 -0.08060 0.3 -0.3 0.3
C -0.39194 2.04147 0.78186 -0.4 0.0 0.1
N -0.91572 -0.31398 0.60579 -0.9 -3.1 -0.7
N -0.21949 -1.36827 0.34681 -2.5 0.6 -0.1
H -0.51126 -3.17262 -0.39816 0.0 0.2 0.1
H -1.82142 -2.07086 -0.62811 0.0 -0.1 0.3
H 0.89254 0.49506 -1.56355 0.0 -0.1 0.1
H 1.86916 -0.60439 -0.50608 -0.7 -0.1 0.3
H 1.97330 1.11494 -0.28795 0.1 0.2 -0.4
H 0.41171 2.76506 0.85139 -0.1 -0.1 -0.6
H -1.40875 2.39599 0.92167 0.1 -0.1 0.5
```
Forces are in eV/Å.

The calculation puts the relative energy (zero: lowest compared OMol25 entry of this formula, charge and spin) at 96.02 kcal/mol. Its HOMO-LUMO gap (alpha / beta) is 8.4 / 8.4 eV. The SMILES is C=C(C)/N=N/N. For the HOMO energy (alpha / beta), the calculation gives -8.3 / -8.3 eV.

5.
A single C3H7N3 molecule, computed with the ωB97M-V functional and the def2-TZVPD basis.

Structure (XYZ):
```
13
Properties=species:S:1:pos:R:3:forces:R:3
N 1.82321 -0.87554 -0.62144 0.1 0.1 -0.2
C 0.37344 -0.89492 -0.81483 -0.3 -0.1 -0.1
C -0.30578 -0.55298 0.49301 0.3 -0.1 0.0
N -1.35837 1.94546 0.76176 -0.1 0.1 0.0
C -1.18818 0.57346 0.63835 -0.2 -0.4 0.0
N -1.84650 -0.48979 0.57204 0.2 0.6 0.1
H 2.29006 -1.22390 -1.45273 0.0 0.0 0.1
H 2.15799 0.07315 -0.47423 -0.1 -0.1 0.0
H 0.08645 -1.91175 -1.10710 0.1 0.1 0.0
H 0.00600 -0.21645 -1.60580 0.1 -0.2 0.1
H 0.19196 -0.97783 1.36663 -0.1 0.0 -0.1
H -0.60145 2.43123 0.30332 0.2 0.0 0.0
H -1.36019 2.23753 1.73130 -0.3 0.0 0.1
```
Forces are in eV/Å.

The calculation puts the relative energy (zero: lowest compared OMol25 entry of this formula, charge and spin) at 43.76 kcal/mol. Its HOMO-LUMO gap is 10.1 eV. The SMILES is NC[C@@H]1N=C1N. For the HOMO energy, the calculation gives -9.3 eV.

6.
A single C3H7N3 molecule at a distorted geometry, computed with the ωB97M-V functional and the def2-TZVPD basis.

Structure (XYZ):
```
13
Properties=species:S:1:pos:R:3:forces:R:3
C 0.57803 0.15444 1.90135 0.8 0.1 -0.6
C -0.10278 0.15098 -1.07602 -2.5 -0.4 0.5
N -0.32440 -0.56513 -2.21591 0.0 -0.3 0.0
C -0.57775 -0.41053 1.19790 -4.1 -2.7 5.6
N -1.13882 -0.50770 0.12145 3.0 2.0 -6.6
N 0.57496 1.20903 -0.95137 0.0 -0.2 0.8
H -0.09733 -0.16101 -3.11379 0.1 0.0 0.3
H -1.05955 -1.25086 -2.21291 0.0 0.1 0.1
H 1.07949 1.51707 -1.78506 -0.3 -0.3 0.0
H -1.50512 -1.01488 1.89331 3.0 1.7 -0.5
H 1.26892 0.58054 1.17416 0.0 0.1 0.3
H 1.07394 -0.62668 2.47743 -0.1 0.0 0.1
H 0.23041 0.92473 2.58948 0.0 0.0 0.0
```
Forces are in eV/Å.

The calculation puts the relative energy (zero: lowest compared OMol25 entry of this formula, charge and spin) at 46.94 kcal/mol. Its HOMO-LUMO gap is 10.0 eV. The SMILES is [H]/N=C(N)/N=C\C. For the HOMO energy, the calculation gives -8.9 eV.

7.
A single C3H7N3 molecule at a distorted geometry, computed with the ωB97M-V functional and the def2-TZVPD basis.

Structure (XYZ):
```
13
Properties=species:S:1:pos:R:3:forces:R:3
C -0.80819 1.66156 0.31731 0.7 1.2 -3.3
C 0.69655 -0.87170 1.36236 -0.9 -0.1 -0.8
N -0.28763 -0.62747 0.57201 1.6 -2.0 1.5
H -1.43956 2.39312 -0.18313 0.4 0.5 0.0
H -1.46806 1.30466 1.10806 0.5 -1.2 -0.4
H 0.10132 2.11423 0.70681 -0.3 0.1 0.2
H 1.72993 -0.97785 1.00857 -0.1 0.2 0.1
H 0.50612 -1.00209 2.43196 0.0 0.0 -0.3
N 0.53392 -1.30844 -1.55805 0.1 -0.2 -0.3
C 0.02994 -0.31282 -0.75933 -0.5 0.5 0.6
N -0.18980 0.88460 -1.10336 -1.6 1.0 2.8
H 0.11985 -2.21218 -1.37000 0.1 0.0 0.0
H 0.47562 -1.04562 -2.53320 0.1 -0.1 0.0
```
Forces are in eV/Å.

The calculation puts the relative energy (zero: lowest compared OMol25 entry of this formula, charge and spin) at 50.48 kcal/mol. Its HOMO-LUMO gap is 10.1 eV. The SMILES is C=N/C(N)=N\C. For the HOMO energy, the calculation gives -9.1 eV.

8.
2 unconnected molecules or ions with the total composition C3H7N3 at a distorted geometry, computed with the ωB97M-V functional and the def2-TZVPD basis.

Structure (XYZ):
```
13
Properties=species:S:1:pos:R:3:forces:R:3
C 0.44572 1.03839 0.88019 0.6 -2.3 -1.9
C -0.61069 0.31476 1.16063 -1.0 0.8 1.5
C 1.24287 0.15593 -0.12454 -1.6 -0.4 2.6
N -0.86194 -0.82010 0.49075 0.4 0.5 -1.7
N 0.26442 -0.97214 -0.47597 1.9 1.4 0.2
N -0.07665 -0.74617 -1.80791 -1.1 -1.3 -1.0
H 0.93297 1.93328 1.07313 -0.2 1.7 1.0
H -2.89864 1.21747 2.56618 0.2 -0.1 -0.1
H 1.59812 0.74236 -0.90597 -0.2 0.7 -2.2
H 2.16132 -0.08277 0.36821 0.5 -1.4 0.4
H -1.04213 -1.71576 0.89851 0.1 0.0 0.7
H -0.94882 -1.25581 -1.92940 0.3 0.0 -0.5
H -0.20655 0.19056 -2.19381 0.0 0.3 1.0
```
Forces are in eV/Å.

The calculation puts the relative energy (zero: lowest compared OMol25 entry of this formula, charge and spin) at 190.36 kcal/mol. Its HOMO-LUMO gap (alpha / beta) is 8.0 / 8.3 eV. For the HOMO energy (alpha / beta), the calculation gives -8.5 / -8.1 eV.

9.
A single C3H7N3O molecule, computed with the ωB97M-V functional and the def2-TZVPD basis.

Structure (XYZ):
```
14
Properties=species:S:1:pos:R:3:forces:R:3
C 2.85284 -0.13833 0.11373 -0.2 -0.1 -0.3
N 1.41040 0.31386 0.42305 -0.2 0.1 0.1
C 0.26018 0.02925 -0.51337 0.1 -0.1 -0.5
O 0.44682 -0.17701 -1.67793 -0.1 0.1 0.6
N -0.95591 0.03051 0.11620 0.1 0.0 0.1
C -2.15735 -0.20238 -0.56128 -0.2 0.0 0.0
N -3.24702 -0.09588 0.07076 0.3 -0.1 -0.3
H 3.04552 0.33568 -0.86086 0.0 -0.1 0.2
H 2.72946 -1.21196 -0.10147 0.1 0.1 0.1
H 1.47129 1.32686 0.53886 0.0 -0.1 0.0
H 1.18643 -0.05523 1.34830 0.0 0.0 -0.1
H -1.05366 0.26950 1.09537 0.1 0.0 -0.1
H -2.00495 -0.46252 -1.61074 -0.1 0.0 0.1
H -4.03547 -0.29587 -0.54039 0.1 0.0 0.1
```
Forces are in eV/Å.

The calculation puts the relative energy (zero: lowest compared OMol25 entry of this formula, charge and spin) at 87.24 kcal/mol. Its HOMO-LUMO gap is 7.2 eV. For the HOMO energy, the calculation gives -7.0 eV.

10.
A single C3H7N3O molecule, computed with the ωB97M-V functional and the def2-TZVPD basis.

Structure (XYZ):
```
14
Properties=species:S:1:pos:R:3:forces:R:3
C 2.55515 0.23952 0.12079 0.2 0.0 -0.1
N 1.19706 0.15951 0.61472 -0.1 -0.1 0.0
C 0.17758 -0.12615 -0.25107 0.0 0.0 -0.1
O 0.33458 -0.33946 -1.44049 0.0 0.1 0.4
N -1.07853 -0.11445 0.35270 -0.1 0.1 0.1
C -2.23828 -0.25821 -0.38879 -0.1 0.0 0.0
N -3.35745 0.06774 0.11263 0.2 -0.1 -0.2
H 2.54170 0.79107 -0.82107 0.1 -0.1 0.1
H 3.00318 -0.74494 -0.05867 -0.1 0.1 0.0
H 3.16387 0.78740 0.84417 -0.1 -0.1 -0.1
H 1.05140 -0.00925 1.59813 0.0 0.1 -0.1
H -1.20130 0.32270 1.25764 0.1 -0.1 -0.1
H -2.04650 -0.66230 -1.38493 -0.1 0.1 0.1
H -4.10246 -0.11318 -0.55576 0.0 0.0 0.1
```
Forces are in eV/Å.

The calculation puts the relative energy (zero: lowest compared OMol25 entry of this formula, charge and spin) at 2.60 kcal/mol. Its HOMO-LUMO gap is 10.4 eV. The SMILES is [H]/N=C/NC(=O)NC. For the HOMO energy, the calculation gives -9.6 eV.

> Which of these has the highest relative energy (zero: lowest compared OMol25 entry of this formula, charge and spin)?

number 8